Here is a molecular structure, CH6P2 in a non-equilibrium geometry from OMol25. Energies are from ωB97M-V/def2-TZVPD.

Summary:
calculated total energy	-19709.16892	eV
LUMO energy	0.63	eV
ΔE to the lowest compared entry with this formula, charge and spin	38.11	kcal/mol
largest force on an atom	4.695	eV Å⁻¹

Cartesian coordinates (Å):
C -0.101 -1.099 0.584
P -1.479 -0.692 -0.516
P 1.573 -0.635 -0.017
H -0.239 -2.142 0.973
H -0.136 -0.465 1.879
H -2.162 0.009 0.520
H -0.969 0.582 -0.949
H 0.898 0.662 -0.383
H 1.579 -1.060 -1.363